# 1
The following is a quantum chemistry calculation of a cluster of 2 separate species, C6H10N2 in total at a distorted geometry, from the Open Molecules 2025 dataset.

```
18
Properties=species:S:1:pos:R:3:nbo_charge:R:1
C -0.5933 -1.4427 1.2028 -0.664
C -0.3667 -0.6607 -0.1553 -0.137
C -1.7620 -0.0047 -0.3348 -0.076
C -2.8595 0.5913 -0.6243 -0.269
C 2.0849 -0.8070 -0.9498 -0.452
C 0.6590 1.9649 0.5513 -0.121
H 0.0985 -2.4439 1.0514 0.202
H -1.8233 -1.7191 1.4389 0.262
H 0.0417 -1.0242 2.2923 0.247
H -0.2810 -1.5133 -0.8076 0.231
H -4.2104 0.6303 -1.2009 0.310
H 2.1634 -1.8411 -0.2891 0.217
H 1.9011 -0.8416 -2.1181 0.228
H 2.8601 0.0621 -0.9410 0.239
H 0.3319 1.7990 -0.6397 0.191
H 0.9387 2.7900 1.1545 0.202
N 0.9388 0.0750 -0.3709 -0.332
N 1.2048 0.8186 0.6452 -0.279
```

## Properties
- Lowest unoccupied orbital energy: 0.4669 eV
- Charge: 0
- DFT total energy: -9353.761 eV
- ΔE to the lowest compared entry with this formula, charge and spin: 1030.1 kJ/mol



# 2
The following is a quantum chemistry calculation of an isolated molecule of C6H10N2 at a distorted geometry, from the Open Molecules 2025 dataset.

```
18
Properties=species:S:1:pos:R:3:nbo_charge:R:1
C -1.5199 -1.0101 0.0291 0.353
C -2.4474 -0.4289 -0.6322 -0.244
C 0.8118 -1.5112 0.4658 -0.279
C 1.2085 -0.0791 0.3226 0.036
C 1.3024 0.3055 -1.0978 -0.664
C 1.1945 0.8798 1.2496 -0.405
N -0.6232 -1.6883 0.4846 -0.405
N -2.8345 0.8258 -0.1090 -0.789
H -2.7915 -0.6877 -1.5672 0.222
H 1.3781 -1.9281 -0.3319 0.217
H 1.1171 -1.8342 1.4158 0.207
H 0.3214 0.0041 -1.5058 0.223
H 2.1309 -0.0609 -1.7184 0.221
H 1.2278 1.4194 -1.0923 0.218
H 1.4794 1.8851 1.0955 0.194
H 1.1797 0.6575 2.2490 0.185
H -2.4472 0.8743 0.8735 0.359
H -3.8457 0.8077 -0.0072 0.352
```

## Properties
- SMILES string: C=C(C)CN=C=CN
- Lowest unoccupied orbital energy: 0.9021 eV
- Charge: 0
- DFT total energy: -9360.883 eV
- ΔE to the lowest compared entry with this formula, charge and spin: 342.9 kJ/mol



# 3
The following is a quantum chemistry calculation of a structure of composition C6H10N2 at a distorted geometry, from the Open Molecules 2025 dataset.

```
18
Properties=species:S:1:pos:R:3:nbo_charge:R:1
C -0.4062 0.1401 0.5925 0.065
C 0.2415 -0.9318 1.5130 -0.204
C 0.5520 -0.4416 -0.3358 -0.085
C 0.4268 0.2176 -1.7941 -0.175
C -0.0691 1.3527 -1.4259 -0.205
C -0.1681 1.5287 0.0013 -0.464
H -1.8698 -1.4329 0.0881 0.387
H -2.5005 0.2376 -0.1927 0.349
H 1.3568 -0.9696 2.1197 0.178
H -0.4975 -1.4266 2.0414 0.214
H 1.6794 -2.1173 0.6937 0.340
H 1.4255 -0.0189 0.0549 0.153
H 1.3418 -0.0802 -2.6845 0.244
H 0.0940 2.3863 -2.1666 0.213
H 0.6749 1.7764 0.5941 0.246
H -1.1296 2.0932 0.1057 0.221
N -1.7597 -0.5172 0.4834 -0.864
N 0.6080 -1.7967 0.3117 -0.613
```

## Properties
- Lowest unoccupied orbital energy: 0.7502 eV
- Charge: 0
- DFT total energy: -9355.906 eV
- ΔE to the lowest compared entry with this formula, charge and spin: 823.1 kJ/mol



# 4
The following is a quantum chemistry calculation of an isolated molecule of C6H10N2 at a distorted geometry, from the Open Molecules 2025 dataset.

```
18
Properties=species:S:1:pos:R:3:nbo_charge:R:1
C -0.4574 1.3195 -0.8211 -0.119
C 0.6529 -1.0000 -1.0422 -0.480
C -1.9570 0.7586 1.7740 -0.691
C 1.2720 -1.6228 0.2111 -0.591
C -1.3853 0.5847 0.4340 0.292
C 0.7470 0.5140 -1.0403 0.274
N -1.8017 0.8479 -0.7273 -0.372
N 1.8233 1.1698 -1.2404 -0.651
H -0.3524 2.3711 -1.0689 0.219
H 2.6334 0.5624 -1.3594 0.329
H 1.1983 -1.3510 -1.9254 0.221
H -0.3887 -1.3110 -1.1378 0.220
H -1.4685 0.1123 2.4998 0.234
H -3.0426 0.5951 1.7685 0.237
H -1.7497 1.7940 2.0937 0.258
H 0.7061 -1.3430 1.0980 0.202
H 1.2703 -2.7111 0.1371 0.211
H 2.3000 -1.2904 0.3467 0.207
```

## Properties
- SMILES string: [H]/N=C(\CC)[C@H]1N=C1C
- Lowest unoccupied orbital energy: 0.6174 eV
- Charge: 0
- DFT total energy: -9361.278 eV
- ΔE to the lowest compared entry with this formula, charge and spin: 304.8 kJ/mol



# 5
The following is a quantum chemistry calculation of an isolated molecule of C6H10N2 at a distorted geometry, from the Open Molecules 2025 dataset.

```
18
Properties=species:S:1:pos:R:3:nbo_charge:R:1
C -1.9547 0.2669 1.0167 0.228
C -0.4204 -0.2792 0.6615 0.305
C 0.6093 1.7389 -0.5922 -0.612
C -0.9257 -0.0156 -1.7340 -0.600
C 1.2240 -1.6813 1.6869 -0.461
C 0.1422 0.2142 -0.6458 -0.290
N -3.0078 0.6781 1.2065 -0.346
N 0.0286 -0.9826 1.5986 -0.381
H -0.2321 2.4177 -0.3015 0.219
H 1.4152 1.7542 0.1759 0.216
H 0.8708 2.2729 -1.4951 0.227
H -1.2639 -1.0512 -1.8010 0.216
H -1.8053 0.5495 -1.4641 0.221
H -0.5428 0.3712 -2.6336 0.215
H 1.0147 -2.6889 1.3366 0.227
H 1.6804 -1.7225 2.7859 0.217
H 2.1662 -1.5665 1.0745 0.183
H 1.0013 -0.2759 -0.8757 0.215
```

## Properties
- SMILES string: C/N=C(/C#N)C(C)C
- Lowest unoccupied orbital energy: 0.7254 eV
- Charge: 0
- DFT total energy: -9361.992 eV
- ΔE to the lowest compared entry with this formula, charge and spin: 235.9 kJ/mol



# 6
The following is a quantum chemistry calculation of an isolated molecule of C6H10N2 at a distorted geometry, from the Open Molecules 2025 dataset.

```
18
Properties=species:S:1:pos:R:3:nbo_charge:R:1
C 0.0164 -1.7991 -0.8503 -0.329
C 0.1594 -1.0569 0.4173 -0.303
C 1.3898 -0.2137 0.1463 -0.122
C -0.2907 0.3981 0.3582 0.058
C -0.1762 1.3431 1.5615 -0.628
C -1.0882 0.8865 -0.7528 -0.678
N 0.9713 -1.1480 -1.7947 -0.137
N 1.6795 -0.3473 -1.2076 -0.150
H 0.3206 -2.8519 -0.8439 0.230
H -0.9892 -1.9049 -1.4050 0.228
H 0.1465 -1.5146 1.3915 0.236
H 2.2026 0.0607 0.8898 0.237
H 0.4255 2.2589 1.3033 0.220
H 0.1728 1.0008 2.5097 0.220
H -1.1505 1.7470 1.8982 0.214
H -0.4847 0.8754 -1.7197 0.244
H -1.4031 1.9088 -0.7662 0.232
H -1.9018 0.3574 -1.1358 0.228
```

## Properties
- SMILES string: CC1(C)[C@@H]2N=NC[C@@H]21
- Lowest unoccupied orbital energy: 0.9323 eV
- Charge: 0
- DFT total energy: -9360.990 eV
- ΔE to the lowest compared entry with this formula, charge and spin: 332.6 kJ/mol



# 7
The following is a quantum chemistry calculation of an isolated molecule of C6H10N2 at a distorted geometry, from the Open Molecules 2025 dataset.

```
18
Properties=species:S:1:pos:R:3:nbo_charge:R:1
C -2.3880 -0.1410 0.0909 0.255
C 0.2785 -2.1757 -0.1821 -0.422
C 1.3925 -1.1808 0.0684 -0.400
C -0.0417 -0.8574 0.5760 -0.229
C 0.5078 2.1379 -0.3479 -0.419
C -1.0337 0.1027 -0.1599 -0.156
N -3.5001 -0.0229 0.3051 -0.268
N -0.6550 1.6758 0.2808 -0.610
H -0.0070 -2.3010 -1.2061 0.217
H 0.4245 -3.1989 0.3608 0.227
H 2.1121 -1.2594 0.7952 0.216
H 1.6972 -0.5432 -0.6335 0.201
H -0.2175 -1.0783 1.6569 0.232
H 0.3519 2.6280 -1.2541 0.181
H 1.0558 2.8222 0.2300 0.202
H 1.3309 1.4113 -0.5957 0.156
H -0.8260 0.0770 -1.2577 0.246
H -0.4821 1.9038 1.2729 0.371
```

## Properties
- SMILES string: CN[C@H](C#N)C1CC1
- Lowest unoccupied orbital energy: 0.9292 eV
- Charge: 0
- DFT total energy: -9360.999 eV
- ΔE to the lowest compared entry with this formula, charge and spin: 331.7 kJ/mol



# 8
The following is a quantum chemistry calculation of an isolated molecule of C6H10N2 at a distorted geometry, from the Open Molecules 2025 dataset.

```
18
Properties=species:S:1:pos:R:3:nbo_charge:R:1
C -0.0565 -0.7169 -1.3206 -0.393
C 0.8405 -1.3457 -0.2128 -0.397
C 0.2554 -0.7609 1.0597 -0.068
C 0.3859 0.7213 1.2123 -0.098
C -0.6641 1.1687 0.2173 -0.085
C -0.0733 0.7642 -1.0061 -0.103
H -1.1045 -1.0678 -1.2255 0.198
H 0.3281 -0.9394 -2.2892 0.219
H 0.7863 -2.4009 -0.3593 0.220
H 1.8859 -0.9656 -0.3556 0.208
H -0.8356 -1.0386 0.9994 0.160
H -0.2494 -0.1507 2.9625 0.359
H 1.3915 1.0191 0.8407 0.190
H -1.6744 0.6927 0.3744 0.175
H -1.8460 1.9710 -1.2555 0.347
H 0.9433 1.1018 -1.0666 0.183
N 0.5355 -0.1390 2.3747 -0.555
N -0.8488 2.0868 -0.9498 -0.558
```

## Properties
- SMILES string: C1C[C@H]2N[C@@H]2[C@H]2N[C@H]12
- Lowest unoccupied orbital energy: 0.9445 eV
- Charge: 0
- DFT total energy: -9358.541 eV
- ΔE to the lowest compared entry with this formula, charge and spin: 568.8 kJ/mol



Calculated Kohn-Sham gap (eV), listed in the same order as above: 8.74; 8.54; 9.60; 9.15; 10.79; 9.56; 9.98; 9.31